# C30H49BN7O5Re

C30H49BN7O5Re as an isolated structure (ωB97M-V/def2-TZVPD, the OMol25 dataset).

```
93
Properties=species:S:1:pos:R:3:forces:R:3
Re 0.128 -0.022 0.453 0.1903 -0.3409 -0.3050
O 0.802 1.899 1.089 0.0759 0.0580 0.2766
C 1.989 1.970 1.927 -0.2279 -0.0541 0.1484
C 1.835 0.868 2.932 0.0440 0.0000 -0.2644
N 1.520 -0.386 2.197 -0.0560 -0.0345 -0.2054
C 2.709 -1.100 1.690 -0.2325 0.0267 -0.0289
C 2.231 -2.034 0.585 -0.0987 -0.1310 -0.1185
O 2.902 -2.915 0.136 0.0568 0.0491 0.0600
O 0.974 -1.803 0.187 0.2169 0.2524 0.2464
C 0.731 -1.250 3.114 0.0938 0.0823 -0.1355
C -0.623 -0.579 3.209 -0.2483 0.0893 -0.0379
O -1.216 -0.386 4.234 0.0332 -0.0662 0.0066
O -1.082 -0.233 2.011 0.0589 0.1235 0.0604
H 0.880 2.518 0.344 0.0744 -0.1113 -0.1083
H 2.032 2.955 2.390 0.0000 -0.0180 0.0164
H 2.851 1.813 1.299 0.1986 -0.0263 -0.1168
H 1.017 1.090 3.617 -0.0210 -0.0035 -0.0193
H 2.745 0.732 3.519 0.0055 0.0612 0.0109
H 3.198 -1.669 2.483 0.0111 -0.0198 -0.0480
H 3.426 -0.396 1.267 -0.0258 0.0392 -0.0286
H 1.215 -1.335 4.087 -0.0088 0.0221 0.0041
H 0.623 -2.234 2.658 -0.0202 -0.0351 0.0502
C -1.201 1.709 -4.514 0.0112 0.0043 -0.0079
C -1.224 1.834 -3.029 -0.0833 -0.0556 0.0007
C -1.736 2.857 -2.257 0.0489 0.0114 0.0058
C -1.558 2.485 -0.926 0.0171 0.0196 0.1690
N -0.933 1.281 -0.903 -0.1957 0.1611 0.0132
N -0.759 0.895 -2.202 0.0894 -0.0073 -0.0232
B -0.142 -0.474 -2.571 0.0558 0.0760 -0.0626
N -0.948 -1.544 -1.847 0.0237 0.0062 0.0888
N -1.326 -1.330 -0.547 -0.1048 -0.0885 0.0782
C -2.326 -2.222 -0.284 0.1503 -0.0610 0.0574
C -2.517 -2.999 -1.427 -0.0547 0.0192 -0.0082
C -1.649 -2.543 -2.390 0.0261 0.0272 0.0143
C -1.468 -3.054 -3.778 -0.0021 -0.0086 -0.0095
C -3.177 -2.454 0.965 0.0027 -0.0263 -0.0455
C -4.282 -3.468 0.615 -0.0268 -0.0024 0.0141
C -3.908 -1.184 1.412 -0.0367 -0.0176 -0.0052
C -2.364 -3.115 2.085 0.0050 -0.0139 -0.0198
N 1.344 -0.426 -2.165 0.0857 -0.0034 0.2141
N 1.734 0.597 -1.345 0.0732 0.0639 0.0543
C 3.082 0.690 -1.489 -0.1258 0.0254 0.0499
C 3.531 -0.372 -2.269 0.0434 -0.0052 0.0034
C 2.399 -1.054 -2.685 -0.1031 -0.0193 -0.0528
C 2.272 -2.255 -3.551 0.0203 -0.0294 0.0011
C 3.916 1.950 -1.230 0.0181 -0.0364 0.0088
C 4.581 2.289 -2.582 -0.0218 0.0105 -0.0535
C 3.056 3.182 -0.860 0.0926 -0.0513 0.0413
C 5.067 1.704 -0.242 -0.0608 0.0345 -0.0119
C -2.054 3.323 0.248 -0.0149 -0.0200 0.0267
C -3.441 3.873 -0.135 -0.0389 -0.0850 -0.0012
C -2.218 2.524 1.547 0.0506 0.0648 0.0174
C -1.136 4.540 0.452 0.0112 0.0389 -0.0027
H -1.614 2.611 -4.958 0.0036 -0.0019 -0.0027
H -1.795 0.857 -4.845 -0.0011 0.0032 -0.0008
H -0.185 1.572 -4.884 -0.0007 -0.0005 -0.0023
H -2.218 3.744 -2.627 0.0206 0.0151 0.0072
H -0.225 -0.633 -3.748 0.0181 -0.0173 -0.0177
H -3.226 -3.794 -1.558 0.0160 0.0074 -0.0019
H -2.342 -3.637 -4.063 0.0098 -0.0117 0.0065
H -0.597 -3.710 -3.831 0.0029 0.0167 -0.0076
H -1.333 -2.255 -4.502 -0.0181 0.0066 -0.0003
H -4.891 -3.134 -0.226 -0.0144 0.0039 0.0229
H -4.936 -3.571 1.481 0.0027 -0.0039 -0.0010
H -3.878 -4.456 0.390 -0.0010 -0.0017 -0.0068
H -4.552 -0.824 0.606 0.0191 0.0046 0.0079
H -3.237 -0.392 1.709 0.0944 0.0597 0.0278
H -4.546 -1.420 2.266 0.0129 0.0032 -0.0044
H -1.832 -3.987 1.700 -0.0150 -0.0061 -0.0003
H -3.038 -3.452 2.874 -0.0001 0.0241 0.0077
H -1.646 -2.447 2.539 0.0126 -0.0076 -0.0208
H 4.538 -0.576 -2.591 0.0022 -0.0072 0.0098
H 3.160 -2.374 -4.169 -0.0002 -0.0107 0.0105
H 1.400 -2.186 -4.199 0.0052 0.0038 -0.0037
H 2.170 -3.144 -2.924 -0.0113 -0.0100 -0.0173
H 3.826 2.453 -3.352 0.0037 0.0067 -0.0117
H 5.245 1.495 -2.918 0.0003 0.0082 -0.0016
H 5.171 3.201 -2.476 -0.0015 -0.0058 -0.0017
H 2.008 3.025 -1.123 -0.0395 0.0039 -0.0745
H 3.383 4.049 -1.433 0.0103 0.0029 0.0247
H 3.144 3.472 0.186 -0.0221 -0.0165 0.0500
H 5.689 0.876 -0.584 -0.0112 0.0055 -0.0097
H 4.743 1.464 0.771 -0.0934 -0.0150 0.0836
H 5.699 2.591 -0.175 -0.0058 0.0026 -0.0077
H -4.147 3.060 -0.308 -0.0061 0.0000 -0.0055
H -3.408 4.498 -1.027 -0.0033 0.0056 -0.0011
H -3.818 4.485 0.684 0.0004 -0.0034 -0.0041
H -2.482 1.490 1.354 -0.0667 0.0185 -0.0340
H -3.023 2.951 2.145 0.0469 0.0783 0.0111
H -1.320 2.536 2.164 -0.0101 -0.0521 -0.0501
H -1.078 5.142 -0.456 -0.0218 0.0065 0.0050
H -0.115 4.285 0.741 0.0166 -0.1155 0.0158
H -1.535 5.167 1.252 -0.0310 0.0046 -0.0187
```
Forces are in eV/Å.

Summary:
- Energy relative to the best compared isomer or geometry (same formula, charge and spin): 0.0 kJ/mol
- <S²>: 0.7538
- Multiplicity: 2
- Highest occupied orbital energy (alpha / beta): -0.420 / -0.416 hartree
- E_LUMO (alpha / beta): -2.877 / -3.705 eV
- Molecular weight: 784.8 u
- E_tot: -55378.035 eV
- Net charge: +1